[1]
Below is 2 unconnected molecules or ions with the total composition C5H13N3 at a distorted geometry, with properties calculated with ωB97M-V with the def2-TZVPD basis set.

Its highest occupied orbital energy is -0.6214 hartree. As for the HOMO-LUMO gap: 9.93 eV. As for the charge: +2. The LUMO energy is -6.98 eV. The value obtained for the energy above the lowest of the compared OMol25 structures with the same formula, charge and spin is 168.9 kJ/mol.

The geometry in XYZ format:
```
21
C5H13N3, DFT ωB97M-V with the def2-TZVPD basis set
C -0.496 1.749 0.533
C -0.932 0.703 -0.407
C 2.651 -0.796 1.631
C -0.914 1.095 -1.857
C -1.221 -0.573 -0.063
N 3.574 -1.179 0.899
N 1.730 -0.527 2.267
N -2.117 -1.517 -0.813
H -0.974 2.696 0.315
H -0.511 1.392 1.549
H -0.703 0.390 -2.645
H -1.805 1.754 -2.248
H -0.158 1.782 -1.913
H -1.111 -1.124 0.864
H 3.989 -0.430 0.368
H 3.773 -2.103 1.018
H 0.606 2.174 0.342
H 1.538 -0.324 3.231
H -1.639 -2.486 -1.032
H -2.393 -1.030 -1.776
H -2.885 -1.646 -0.263
```


[2]
Below is 2 unconnected molecules or ions with the total composition C5H13N3O2 at a distorted geometry, with properties calculated with ωB97M-V with the def2-TZVPD basis set.

Its highest occupied orbital energy is -0.3295 hartree. As for the HOMO-LUMO gap: 9.55 eV. Its SMILES is CCN=C(N)N.CC(=O)O. The LUMO energy is 0.59 eV. The value obtained for the energy above the lowest of the compared OMol25 structures with the same formula, charge and spin is 50.1 kJ/mol.

The geometry in XYZ format:
```
23
C5H13N3O2, DFT ωB97M-V with the def2-TZVPD basis set
C 1.189 1.706 -1.926
C 1.228 3.187 -1.677
O 2.123 3.521 -0.724
O 0.523 3.973 -2.243
H 1.943 1.130 -1.400
H 1.373 1.533 -2.977
H 0.256 1.287 -1.558
C -0.388 -1.566 1.939
C -1.092 -1.475 3.290
C -0.836 -1.161 -0.319
N -1.197 -1.001 0.879
N -1.522 -0.459 -1.326
N 0.206 -1.984 -0.752
H 0.525 -0.963 2.001
H -0.009 -2.581 1.782
H -0.332 -1.685 4.041
H -1.823 -2.269 3.457
H 1.957 4.420 -0.416
H -2.461 -0.333 -1.018
H -1.485 -0.910 -2.230
H 0.271 -2.105 -1.752
H 1.137 -1.746 -0.437
H -1.583 -0.518 3.365
```


[3]
Below is 2 unconnected molecules or ions with the total composition C5H13N3O2 at a distorted geometry, with properties calculated with ωB97M-V with the def2-TZVPD basis set.

Its highest occupied orbital energy is -0.3294 hartree. As for the HOMO-LUMO gap: 9.70 eV. Its SMILES is [H]/N=C(\N)NCC.CC(=O)O. The LUMO energy is 0.74 eV. The value obtained for the energy above the lowest of the compared OMol25 structures with the same formula, charge and spin is 85.6 kJ/mol.

The geometry in XYZ format:
```
23
C5H13N3O2, DFT ωB97M-V with the def2-TZVPD basis set
C -1.157 -1.693 1.849
C -0.383 -0.575 2.522
O -0.649 0.587 2.580
O 0.804 -1.093 2.929
H -2.183 -1.377 1.695
H -1.070 -2.605 2.434
H -0.657 -1.867 0.895
C 1.561 0.514 -2.008
C 2.466 -0.398 -2.766
C -0.709 0.844 -1.166
N 0.150 0.126 -2.050
N -0.429 1.949 -0.663
N -1.845 0.077 -0.972
H 1.798 0.636 -0.951
H 1.624 1.533 -2.421
H 2.902 -1.286 -2.316
H 3.351 0.250 -2.983
H -0.223 -0.016 -2.977
H 1.452 -0.456 3.231
H -0.943 2.409 0.075
H -2.184 -0.655 -1.576
H -2.646 0.421 -0.470
H 2.215 -0.663 -3.788
```


[4]
Below is a gas-phase ion, C5H13N3OP (charge +1) at a distorted geometry, with properties calculated with ωB97M-V with the def2-TZVPD basis set.

Its highest occupied orbital energy is -0.4887 hartree. As for the HOMO-LUMO gap: 9.04 eV. Its SMILES is C/N=P\O/C(=[NH+]\C)N(C)C. As for the charge: +1. The LUMO energy is -4.26 eV. The value obtained for the energy above the lowest of the compared OMol25 structures with the same formula, charge and spin is 0.0 kJ/mol.

The geometry in XYZ format:
```
23
C5H13N3OP, DFT ωB97M-V with the def2-TZVPD basis set
C -0.201 -0.055 -0.807
C -0.181 1.705 0.872
C -1.322 2.004 -1.323
C 1.775 -1.228 3.158
C -0.067 -1.796 -2.453
N -0.538 1.148 -0.404
N 0.551 -1.536 2.626
N -0.340 -0.461 -2.102
O 0.301 -0.860 0.025
P -0.592 -1.522 1.689
H -0.813 2.620 1.022
H -0.366 1.005 1.682
H 0.887 1.919 0.940
H -2.224 2.137 -0.698
H -0.834 2.973 -1.227
H -1.465 1.883 -2.430
H 2.569 -1.477 2.441
H 1.680 -0.207 3.395
H 2.054 -1.898 4.020
H 0.771 -1.645 -3.170
H -1.040 -2.282 -2.845
H 0.218 -2.418 -1.620
H -0.824 -0.010 -2.791
```